DFT (the ωB97M-V functional and the def2-TZVPD basis) results for 4 unconnected molecules or ions with the total composition C71H71BN3O11PS2.

Structure (XYZ):
```
160
C71H71BN3O11PS2 | the OMol25 dataset | the ωB97M-V functional and the def2-TZVPD basis
H 0.2195 7.4727 -10.7100
H 2.4773 -3.0099 3.0091
H 3.5902 -4.7591 -1.8720
C 3.8217 6.3331 -7.5583
H 2.3586 -0.8929 5.5941
H 5.6388 -3.2859 3.0035
C -4.5383 3.8205 4.0642
C 1.6245 5.3719 -8.4487
C -5.1692 3.6976 5.2969
C 2.4828 7.5799 -9.2752
H 6.3279 -3.9296 5.0999
H 4.9267 -8.2819 0.3878
H 6.5558 -8.0167 5.0295
C 3.6835 7.4334 -8.4071
C 6.6909 -8.0670 3.9473
H -5.1178 0.6729 -2.6391
H 1.8235 -6.7954 -2.0478
C -0.4977 1.5448 0.0187
H -1.1415 3.6478 -9.3528
C 0.1896 0.3225 0.6154
H 5.0379 5.3799 -6.0718
H -2.0307 0.8552 2.3711
O 2.3411 8.5574 -9.9801
C 1.1421 -1.8309 0.2756
C -2.4007 3.8439 5.1628
H 0.6721 -7.9699 -2.7876
C -8.5532 5.6521 -0.9149
H 6.4036 -6.7782 1.1887
C -9.3182 3.1419 7.9523
N 0.2330 -1.8377 4.8368
C -8.6967 3.3579 6.7339
H -0.9888 2.1062 0.8123
C 0.6852 4.3488 -8.4852
C 4.6701 -5.4322 -0.1420
C -0.4144 4.4490 -9.3207
O -8.2876 5.3119 -3.6797
C 2.8094 -3.9945 -0.0434
C -3.0226 3.7184 6.3929
H 2.7874 2.1518 -3.2800
C 2.8745 -3.9030 1.3187
C 4.8519 -7.3127 -1.5030
P -0.0210 1.4230 3.2224
C 4.4870 -9.8051 -1.0302
H 2.7372 -8.7105 0.8847
H -7.0343 2.9213 1.3576
C -7.3117 3.4462 6.6681
C 1.7426 -8.6504 -0.9887
S 5.2169 -7.2875 3.1839
H 4.6229 -4.1858 5.6937
C -6.0477 2.2749 -5.4747
C -6.5503 3.3383 7.8341
H 8.2303 -7.5602 2.5302
C -7.7545 4.4911 -2.9615
H 8.8135 -7.8849 4.1499
C 1.0361 -1.0003 2.4655
O -7.3075 3.7352 4.3288
H 3.9036 -10.4595 -0.3811
H -8.2490 4.8140 2.3539
H -9.2066 6.5793 0.9010
C 0.3935 -8.4041 -0.2504
C -7.1786 3.1153 9.0524
H -0.8068 2.1554 -2.5337
H 0.5918 3.4119 -0.4420
O -4.4096 3.4235 8.8097
H -5.1282 3.8588 3.1578
C -5.4332 1.3357 -4.6523
H 6.7876 7.1181 -6.1347
C -6.3599 2.4192 -2.7188
H -0.1911 3.5321 2.5805
H 4.5721 9.2540 -9.1095
H 6.0228 -2.1212 6.6301
H -1.4513 5.6579 -10.7618
H 1.5305 2.4248 -4.5563
C -6.9608 3.3724 -3.5432
C -3.1596 3.8879 3.9954
C -7.8719 4.5814 -1.4809
C 1.9497 1.7090 -3.8389
H -10.3970 3.0691 8.0015
H 5.3947 -1.3190 5.1501
C 0.5276 2.3817 -0.7984
N -1.7561 1.4286 3.1708
H -5.9278 2.2150 -6.5489
C 3.6867 -4.7268 -0.7935
H 1.8016 -9.7168 -1.2236
H 2.4713 -8.1420 -2.9608
C -8.1427 4.7515 1.2790
C 8.0223 -7.3792 3.5864
H 4.1324 -9.8584 -2.0634
O 2.9045 4.3082 -6.7848
H -2.6745 3.9766 3.0349
C 0.2543 2.3175 -2.3096
H 2.3737 0.8929 -4.4290
H -9.2863 3.4539 5.8322
O 4.0391 -4.5535 3.3219
C -6.6530 3.6378 5.3483
C 4.7922 -5.3587 1.2369
C 4.8059 -3.3964 3.7097
C -5.5925 1.4050 -3.2786
C -5.0655 3.4646 7.7895
H -2.4326 3.6795 7.2987
H 6.6391 -5.4563 2.3185
H 0.3863 -0.6211 -1.2968
S 1.5159 -3.1275 -0.9035
H 0.6717 -2.6906 5.1857
H 6.7923 -9.1161 3.6596
C 1.6424 -7.8453 -2.3082
B 1.2308 -1.1013 4.0426
H 0.5068 -8.4902 0.8343
O 2.2871 -0.5334 4.7015
C 5.9178 7.2039 -6.7731
H 1.5058 1.9155 -0.6546
O 5.5482 -6.2253 -0.8603
H 0.1336 -7.3508 -0.4206
O 0.9817 1.2488 -2.9173
C -8.5585 3.0117 9.1105
C -4.4093 3.6350 6.4650
C 4.3086 -8.3560 -0.5151
C -6.8092 3.2907 -4.9218
H 8.0283 -6.3211 3.8458
O -6.0464 1.6183 -0.5281
H 6.5618 9.0481 -7.6662
C 4.6735 8.4074 -8.4439
C 0.3499 6.5973 -10.0883
H -2.1006 0.9058 3.9716
H -1.3203 3.9025 5.1105
H 5.6247 -7.8094 -2.1028
H -8.9772 6.4173 -1.5512
H 4.1142 -6.9370 -2.2144
C -7.4581 3.6860 0.7201
H -9.0456 2.8309 10.0600
C 1.4634 6.4942 -9.2640
H 0.8171 3.4739 -7.8629
C 2.7923 5.2583 -7.5322
C 3.8902 -4.5962 1.9492
C 4.9367 6.2275 -6.7362
H -4.8309 0.5476 -5.0859
N 1.9725 -3.1912 2.1520
C 5.7894 8.2906 -7.6324
H 4.2257 -2.4616 3.6449
H -6.5876 3.0191 9.9533
H 0.5503 3.2562 -2.7934
C 0.4429 0.1496 1.9701
C 5.2602 -2.1469 5.8479
H 4.2893 -2.0495 6.3411
H -1.2965 1.1662 -0.6290
C -7.3094 3.6015 -0.6585
O 0.5129 2.8713 2.6117
H 5.5482 -10.0575 -0.9752
C -8.6826 5.7401 0.4617
C 5.8938 -6.1446 1.9088
C 5.3134 -3.5340 5.1564
C 2.8471 -8.1406 -0.0479
C -0.5865 5.5777 -10.1158
C -6.5336 2.4725 -1.2405
C 1.4016 -2.0190 1.6132
H -0.4160 -9.0281 -0.6328
H -7.2835 4.0240 -5.5601
C 0.5621 -0.7022 -0.2275
H -0.5112 -2.1517 4.2198
H 2.6086 -7.1008 0.2018
```

Output
total charge	0
calculated total energy	-133411.315	eV
strongest force on any atom	2.2	eV Å⁻¹
HOMO	-7.37	eV

Here are the Löwdin charges for atoms 1 to 99, given in e:
1 H 0.121
2 H 0.101
3 H 0.126
4 C -0.083
5 H 0.093
6 H 0.136
7 C 0.005
8 C -0.083
9 C -0.081
10 C -0.277
11 H 0.103
12 H 0.106
13 H 0.057
14 C -0.083
15 C -0.526
16 H 0.119
17 H 0.069
18 C -0.140
19 H 0.107
20 C -0.225
21 H 0.120
22 H 0.042
23 O 0.108
24 C -0.413
25 C -0.068
26 H 0.079
27 C -0.003
28 H 0.071
29 C -0.057
30 N 0.163
31 C -0.002
32 H 0.071
33 C -0.003
34 C -0.250
35 C -0.057
36 O 0.104
37 C -0.438
38 C 0.004
39 H 0.094
40 C -0.174
41 C -0.140
42 P 0.909
43 C -0.056
44 H 0.116
45 H 0.116
46 C -0.082
47 C -0.408
48 S 0.890
49 H 0.114
50 C -0.059
51 C -0.081
52 H 0.069
53 C -0.278
54 H 0.073
55 C -0.075
56 O 0.089
57 H 0.081
58 H 0.090
59 H 0.107
60 C -0.080
61 C -0.001
62 H 0.119
63 H 0.109
64 O 0.107
65 H 0.113
66 C -0.059
67 H 0.108
68 C -0.083
69 H 0.039
70 H 0.121
71 H 0.070
72 H 0.108
73 H 0.080
74 C -0.083
75 C -0.084
76 C -0.086
77 C -0.110
78 H 0.107
79 H 0.077
80 C -0.133
81 N -0.151
82 H 0.106
83 C -0.045
84 H 0.121
85 H 0.067
86 C -0.049
87 C -0.164
88 H 0.079
89 O 0.099
90 H 0.090
91 C -0.220
92 H 0.087
93 H 0.120
94 O -0.097
95 C -0.266
96 C -0.144
97 C -0.184
98 C -0.004
99 C -0.277